1.
Formula: C33H43BGeKN7O2S4Se
Source: the Open Molecules 2025 dataset
Level of theory: the ωB97M-V functional and the def2-TZVPD basis

As for the spin multiplicity: 1. Its total charge is -2. The value obtained for the total energy is -8513.13588 a.u. Its HOMO energy is -0.06078 Eh. As for the energy above the lowest of the compared OMol25 structures with the same formula, charge and spin: 0.0 kJ/mol.

The geometry in XYZ format:
```
93
Properties=species:S:1:pos:R:3:forces:R:3
K -0.262 -1.190 1.347 0.9 -0.2 -0.1
N 1.660 0.653 5.558 0.0 0.0 0.0
C 0.827 0.514 4.438 0.1 0.0 0.1
S 1.523 1.028 2.932 0.0 0.1 -0.1
N -0.334 -0.002 4.700 0.0 0.0 0.2
N -1.110 -0.220 3.582 -0.2 0.1 -0.2
C -2.280 -0.674 3.808 0.0 0.1 0.3
C -3.295 -1.025 2.816 -0.4 -0.1 -0.4
C -4.412 -1.715 3.305 0.1 0.0 0.1
C -5.471 -2.128 2.519 0.0 0.0 0.0
C -5.433 -1.825 1.155 0.0 0.0 0.0
C -4.372 -1.132 0.625 0.1 0.0 0.0
C -3.256 -0.694 1.405 -0.1 0.2 0.3
O -2.309 -0.030 0.863 -0.4 0.1 -0.2
H 2.329 1.397 5.441 0.0 0.0 0.0
H 1.143 0.679 6.425 0.0 0.0 0.0
H -2.573 -0.846 4.851 0.0 0.0 0.0
H -4.435 -1.936 4.370 0.0 0.0 0.0
H -6.304 -2.671 2.950 0.0 0.0 0.0
H -6.247 -2.139 0.508 0.0 0.0 0.0
H -4.333 -0.886 -0.432 0.0 0.0 0.0
C -1.758 -2.364 -1.734 0.1 0.0 -0.1
N -0.533 -3.120 -1.563 0.1 -0.1 0.0
C 0.513 -3.157 -2.474 -0.4 -0.1 0.1
C 1.485 -3.899 -1.910 0.0 -0.1 0.2
N 1.058 -4.319 -0.668 0.0 0.0 0.0
B 1.985 -5.051 0.362 0.1 -0.1 0.0
N 2.507 -3.994 1.390 -0.1 0.1 0.1
C 1.941 -3.820 2.644 -0.1 -0.1 -0.2
C 2.564 -2.798 3.261 0.2 0.2 -0.1
N 3.534 -2.344 2.380 0.0 -0.1 -0.1
C 4.461 -1.271 2.669 -0.1 0.0 0.1
C 3.488 -3.075 1.224 -0.1 0.0 0.4
S 4.513 -2.838 -0.116 0.0 0.0 -0.1
C -0.195 -3.855 -0.450 -0.2 0.3 -0.4
S -1.233 -4.066 0.879 0.1 -0.3 0.0
H -2.274 -2.682 -2.643 0.0 0.0 0.0
H -1.544 -1.294 -1.791 0.0 0.0 0.0
H -2.392 -2.547 -0.870 0.0 0.0 0.0
H 0.467 -2.630 -3.413 0.0 -0.1 0.1
H 2.483 -4.128 -2.245 0.0 -0.1 0.0
H 1.345 -5.877 0.966 0.0 0.0 0.0
H 2.916 -5.524 -0.247 0.0 0.0 0.0
H 1.105 -4.423 2.954 0.0 0.0 0.0
H 2.398 -2.325 4.214 0.0 0.0 0.0
H 4.954 -1.463 3.625 0.0 -0.1 0.0
H 3.919 -0.328 2.751 0.0 0.0 -0.1
H 5.198 -1.249 1.870 0.0 0.1 0.0
C 3.466 -0.934 -5.969 0.0 0.0 0.0
Ge 2.386 -0.144 -4.519 0.1 0.0 0.0
C 0.486 -0.420 -4.922 0.0 0.0 0.0
C 2.771 1.780 -4.415 0.0 0.0 0.0
C 2.819 -0.977 -2.807 0.2 0.0 -0.1
Se 1.693 -0.231 -1.404 -0.2 0.0 0.1
C 2.980 0.941 -0.557 0.1 0.0 0.0
H 3.220 -0.486 -6.934 0.0 0.0 0.0
H 3.283 -2.008 -6.032 0.0 0.0 0.0
H 4.530 -0.780 -5.780 0.0 0.0 0.0
H 0.168 0.226 -5.744 0.0 0.0 0.0
H -0.123 -0.191 -4.045 0.0 0.0 0.0
H 0.303 -1.458 -5.211 0.0 0.1 0.0
H 2.388 2.307 -5.291 0.0 0.0 0.0
H 3.848 1.951 -4.353 0.0 0.0 0.0
H 2.303 2.201 -3.523 0.0 0.0 0.0
H 3.858 -0.815 -2.519 0.0 0.0 0.0
H 2.660 -2.054 -2.796 0.1 0.3 -0.1
H 3.265 1.756 -1.220 0.0 0.0 0.0
H 3.848 0.350 -0.270 0.0 0.0 0.0
H 2.500 1.334 0.339 0.0 0.0 0.0
O -3.625 2.600 2.119 -0.2 0.1 0.0
S -2.216 2.681 1.663 0.1 -0.1 0.1
C -1.812 4.456 1.666 0.1 -0.1 -0.1
C -0.478 4.820 1.788 0.0 0.0 0.0
C -0.139 6.168 1.801 0.0 0.0 0.0
C -1.133 7.135 1.712 0.0 0.0 0.0
C -2.470 6.758 1.619 0.1 0.0 0.0
C -2.812 5.414 1.600 -0.1 -0.1 0.0
C -2.248 2.541 -0.136 0.1 0.1 -0.1
C -3.471 2.425 -0.770 0.0 0.0 0.0
C -3.504 2.265 -2.148 0.1 0.0 0.0
C -2.320 2.212 -2.874 0.0 0.0 0.0
C -1.097 2.313 -2.222 0.0 0.0 0.1
C -1.058 2.479 -0.844 0.0 -0.1 0.0
H 0.278 4.046 1.895 0.0 0.0 0.0
H 0.899 6.462 1.897 0.0 0.0 0.0
H -0.868 8.185 1.728 0.0 0.0 0.0
H -3.242 7.516 1.563 0.0 0.0 0.0
H -3.843 5.079 1.547 0.0 0.0 0.0
H -4.369 2.416 -0.163 0.0 0.0 0.0
H -4.456 2.155 -2.654 0.0 0.0 0.0
H -2.349 2.067 -3.948 0.0 0.0 0.0
H -0.170 2.229 -2.778 0.0 0.0 0.0
H -0.109 2.514 -0.319 0.0 0.0 0.0
```
Forces are in eV/Å.



2.
Formula: C33H43F3N4O4S5Si2Zr
Source: the Open Molecules 2025 dataset
Level of theory: the ωB97M-V functional and the def2-TZVPD basis

As for the spin multiplicity: 1. The value obtained for the total energy is -4720.02281 a.u. Its HOMO energy is -0.25657 Eh. As for the energy above the lowest of the compared OMol25 structures with the same formula, charge and spin: 350.9 kJ/mol.

The geometry in XYZ format:
```
95
Properties=species:S:1:pos:R:3:forces:R:3
Zr -0.988 0.017 -0.293 1.3 0.6 1.8
S 1.663 0.460 1.168 0.3 0.3 -0.1
C 2.863 -0.429 0.505 0.0 0.1 0.1
N 3.910 -0.940 1.185 0.2 -0.1 -0.1
C 4.829 -1.843 0.502 -0.1 0.0 0.1
C 5.162 -1.251 -0.835 0.0 0.1 -0.1
N 3.920 -1.077 -1.593 0.3 -0.1 0.0
C 3.975 -1.474 -3.010 0.0 -0.1 0.0
C 4.094 -2.976 -3.127 0.0 0.0 0.1
C 3.008 -3.785 -2.790 0.0 0.0 0.0
C 3.137 -5.165 -2.806 0.0 0.0 0.0
C 4.344 -5.753 -3.170 0.0 0.0 0.0
C 5.420 -4.954 -3.526 0.0 0.0 0.0
C 5.295 -3.569 -3.497 0.0 0.0 0.0
C 2.795 -0.723 -0.983 -0.2 0.0 0.0
S 1.358 -0.577 -1.821 -0.1 -0.1 0.0
C 4.223 -0.569 2.566 0.1 0.0 -0.1
C 5.610 0.021 2.669 0.0 0.0 -0.1
C 6.580 -0.563 3.473 0.0 0.0 0.0
C 7.854 -0.010 3.556 0.0 0.0 0.0
C 8.168 1.125 2.823 0.0 0.0 0.0
C 7.203 1.711 2.010 0.0 0.0 0.0
C 5.933 1.162 1.934 0.0 0.0 0.0
H 4.371 -2.828 0.365 0.0 0.0 0.1
H 5.729 -1.953 1.103 0.0 0.0 0.0
H 5.814 -1.919 -1.395 0.0 0.0 -0.1
H 5.665 -0.289 -0.706 0.0 0.0 -0.1
H 4.839 -0.984 -3.461 0.0 0.0 0.0
H 3.076 -1.110 -3.495 0.0 0.1 -0.1
H 2.062 -3.329 -2.515 0.1 0.0 0.0
H 2.293 -5.787 -2.530 0.0 0.0 0.0
H 4.443 -6.831 -3.180 0.0 0.0 0.0
H 6.360 -5.404 -3.820 0.0 0.0 0.0
H 6.139 -2.946 -3.776 0.0 0.0 0.0
H 4.131 -1.446 3.209 0.0 0.0 0.0
H 3.480 0.158 2.881 -0.1 0.0 0.0
H 6.338 -1.452 4.045 0.0 0.0 0.0
H 8.600 -0.472 4.190 0.0 0.0 0.0
H 9.159 1.556 2.888 0.0 0.0 0.0
H 7.442 2.600 1.439 0.0 0.0 0.0
H 5.173 1.625 1.310 0.0 0.0 0.0
C 0.760 -3.333 0.348 0.2 0.0 0.0
Si -0.064 -2.645 1.894 0.2 0.0 -0.1
C 1.177 -2.513 3.299 0.1 0.0 0.1
C -1.306 -3.953 2.429 -0.3 0.1 0.1
N -0.659 -1.051 1.497 -0.3 -0.2 0.2
C -1.477 -0.322 2.393 0.2 0.1 0.1
C -2.050 -0.864 3.549 -0.1 -0.1 -0.1
C -2.864 -0.118 4.383 0.0 0.0 0.0
C -3.126 1.211 4.083 0.0 0.0 0.0
C -2.559 1.779 2.956 -0.1 0.1 -0.2
C -1.730 1.049 2.101 0.2 0.0 0.2
N -1.093 1.608 0.970 -0.3 0.4 0.3
Si -0.697 3.307 0.799 0.3 -0.1 0.0
C -2.152 4.403 0.374 -0.2 0.1 0.1
C 0.613 3.421 -0.541 0.0 0.2 -0.1
C 0.084 3.926 2.380 0.0 -0.1 0.2
H 1.847 -3.184 0.352 -0.1 0.0 0.0
H 0.367 -2.879 -0.562 0.0 -0.1 -0.1
H 0.573 -4.410 0.284 0.1 0.1 0.0
H 2.006 -3.219 3.169 -0.1 0.1 0.0
H 0.697 -2.741 4.255 0.1 0.0 0.0
H 1.580 -1.500 3.365 0.0 -0.1 0.0
H -1.001 -4.925 2.031 0.0 0.1 0.0
H -2.317 -3.753 2.072 0.0 0.0 0.0
H -1.348 -4.037 3.519 0.0 0.0 -0.1
H -1.861 -1.903 3.793 0.0 0.1 0.0
H -3.302 -0.579 5.260 0.0 0.0 0.0
H -3.766 1.802 4.726 0.0 0.0 0.0
H -2.764 2.817 2.714 0.0 0.0 0.0
H -3.086 3.836 0.365 0.0 0.0 0.0
H -2.032 4.846 -0.616 0.0 0.0 0.0
H -2.249 5.215 1.101 0.0 -0.1 -0.1
H 1.105 2.466 -0.728 0.0 0.0 0.0
H 1.386 4.135 -0.234 -0.1 0.0 0.0
H 0.191 3.773 -1.484 0.0 -0.1 0.0
H -0.620 3.947 3.215 0.1 0.0 0.0
H 0.459 4.944 2.228 0.0 -0.1 0.0
H 0.927 3.290 2.671 0.0 0.1 0.0
F -2.791 1.038 -1.190 0.1 0.2 -0.3
C -2.252 1.567 -2.512 -0.5 0.2 -0.5
F -0.769 1.157 -2.124 0.4 0.3 -0.1
F -2.185 2.861 -2.233 0.0 -0.2 0.0
S -2.820 -1.818 -1.251 -0.5 -0.7 -0.3
O -3.840 -1.579 -2.203 0.0 0.0 -0.1
O -1.416 -1.536 -1.687 -0.7 -0.7 -0.9
O -2.930 -1.151 0.064 -0.3 -0.2 -0.5
C -0.867 -6.654 -2.480 -0.1 0.0 0.0
O -1.551 -5.769 -1.581 0.0 -0.1 -0.1
C -2.023 -4.626 -2.077 0.1 0.2 -0.1
S -1.853 -4.064 -3.583 0.0 -0.1 0.1
S -2.841 -3.847 -0.706 0.1 0.0 0.1
H -0.512 -7.469 -1.860 0.0 0.0 0.0
H -0.044 -6.136 -2.966 0.0 0.0 0.0
H -1.553 -7.017 -3.244 0.0 0.0 0.0
```
Forces are in eV/Å.